# 1
Density functional theory data (ωB97M-V with the def2-TZVPD basis set) for a 2-piece molecular cluster, H4O2 overall at a distorted geometry.

Computed properties:
SMILES ... O.O
E_LUMO ... 0.511 eV
Frontier orbital gap ... 11.637 eV
Highest occupied orbital energy ... -11.1 eV

Last column: Mulliken charge in e.
CARTESIAN COORDINATES (ANGSTROEM)
H 0.105 0.932 0.005  0.361
H -0.778 -1.540 -0.903  0.340
H 0.576 -1.390 -0.178  0.340
H -0.172 1.297 1.442  0.313
O 0.197 1.727 0.576  -0.663
O 0.073 -1.025 -0.942  -0.691

***

# 2
Density functional theory data (ωB97M-V with the def2-TZVPD basis set) for one molecule with the formula C5H9NO.

Computed properties:
SMILES ... C[C@H]1N[C@H]1[C@H]1CO1
E_LUMO ... 1.112 eV
Frontier orbital gap ... 10.491 eV
Highest occupied orbital energy ... -9.4 eV

Last column: Mulliken charge in e.
CARTESIAN COORDINATES (ANGSTROEM)
H 0.694 1.816 0.627  0.398
H 2.948 0.050 0.229  0.258
C 0.901 -0.001 -0.598  0.057
N -0.183 0.181 1.718  -0.646
H 2.843 -0.517 -1.525  0.263
H 0.402 0.020 -1.569  0.404
C -1.187 0.627 0.758  0.058
H -1.382 -1.227 -0.345  0.343
H -2.868 -0.703 0.470  0.359
C 2.327 -0.326 -0.583  -0.441
C 0.258 0.827 0.485  -0.302
C -1.984 -0.352 -0.072  -1.292
H -0.021 -0.822 1.634  0.325
O 1.355 -1.297 -0.220  -0.447
H -1.758 1.488 1.108  0.379
H -2.327 0.124 -0.999  0.285

***

# 3
Density functional theory data (ωB97M-V with the def2-TZVPD basis set) for C31H53CrNO2Si2 as an isolated structure at a distorted geometry.

Computed properties:
Multiplicity ... 5
E_LUMO (alpha / beta) ... -0.029 / -0.031 eV
Frontier orbital gap (alpha / beta) ... 4.047 / 7.038 eV
Highest occupied orbital energy (alpha / beta) ... -4.1 / -7.1 eV

Last column: Mulliken charge in e.
CARTESIAN COORDINATES (ANGSTROEM)
H -4.532 -2.019 2.814  0.452
C 2.365 -3.210 -1.440  -0.616
H 2.048 2.013 -2.785  0.085
H 1.797 3.641 -2.005  0.188
H -1.849 -2.441 -2.359  0.239
H -0.687 1.237 4.055  0.396
H 1.392 0.216 2.100  -0.093
C 3.330 0.764 2.896  -1.109
C -2.348 -4.616 2.882  -0.805
H 2.823 -3.955 -0.793  0.396
H 4.915 3.773 1.142  0.392
H 3.916 -3.253 -2.897  0.344
H -2.915 1.064 -1.266  0.555
H -4.333 -4.357 3.647  0.352
C -1.127 1.343 -3.175  -1.061
C 3.784 0.225 -0.596  -0.752
C -5.388 -1.674 -0.656  -1.212
C 2.856 3.798 0.486  -0.175
C -2.888 -2.679 -2.067  -1.006
H 2.144 2.071 0.842  -0.305
C 3.914 1.710 -0.661  -0.702
H 3.781 1.446 3.629  0.358
C -2.591 -1.958 1.904  -0.644
H 0.384 2.328 5.016  0.352
H -1.760 2.147 -3.581  0.490
H -0.573 4.146 -0.309  0.277
H -2.600 -0.925 1.537  0.272
H 1.378 0.640 3.840  0.554
C 2.391 -1.816 -3.445  -0.958
H 3.713 3.379 2.424  0.140
H 2.767 -0.152 -0.325  -0.009
H 3.656 -0.260 3.192  0.399
Si -3.926 -1.158 -1.671  0.675
C -1.339 -4.017 2.074  1.205
H 3.834 2.159 -1.652  0.611
C 0.617 -1.573 -1.837  0.410
H -2.248 -5.650 3.247  0.353
C 2.961 -2.802 -2.630  -0.842
H -3.352 -3.177 -2.922  0.620
H -0.460 2.645 2.074  0.213
C 3.901 3.990 1.528  -1.291
C -0.158 -4.696 1.787  -1.412
C 1.328 2.818 -2.570  -1.015
H 1.616 -4.630 0.601  0.332
Si -0.184 2.108 -1.694  0.937
H -2.091 3.161 -0.477  0.254
C -1.200 3.557 -1.005  -1.251
C -4.519 -0.380 -3.269  -1.315
H 0.491 3.861 2.925  0.441
C -0.140 0.804 -0.283  2.524
H 1.841 4.037 0.855  0.045
H -3.978 -0.750 -4.146  0.342
H 3.780 0.966 1.902  0.060
H 4.096 -0.194 -1.583  0.369
C 0.704 -4.132 0.875  -0.994
C -0.329 2.261 4.178  -1.695
H 0.935 0.339 -0.235  -2.351
H -0.400 1.055 -3.955  0.487
Cr -1.009 -0.760 -0.807  -0.951
C -3.608 -2.566 2.643  -0.547
C 0.403 -2.984 0.140  -0.197
H 3.065 4.295 -0.458  0.495
H 0.974 3.232 -3.533  0.585
H 4.717 2.201 -0.114  0.277
H -1.753 0.459 -2.944  -0.084
H 0.017 -5.646 2.291  0.372
C -1.517 -2.729 1.463  -0.352
H 0.691 -0.443 -3.648  0.192
H -5.578 -0.612 -3.419  0.354
C 1.815 0.908 2.846  0.023
H -2.846 -3.391 -1.237  0.166
C 1.185 -1.205 -3.045  -0.040
H -5.815 -0.807 -0.139  0.312
H -1.500 4.193 -1.863  0.442
N -0.721 -2.264 0.424  1.224
H 4.467 -0.171 0.166  0.508
C 0.252 2.796 2.883  -0.119
H -1.197 2.885 4.422  0.436
H -3.166 0.277 0.290  0.716
H 3.776 5.040 1.795  0.474
C -3.501 -3.892 3.114  -0.598
H 2.883 -1.496 -4.372  0.389
H -0.397 1.174 0.761  -0.340
O 2.782 2.392 0.122  1.088
C -2.883 0.079 -0.763  -1.211
O 1.467 2.210 2.363  -0.219
C 1.166 -2.586 -1.039  1.143
H -5.133 -2.434 0.090  0.267
H -6.151 -2.090 -1.321  0.378
H -4.425 0.711 -3.270  0.314

***

# 4
Density functional theory data (ωB97M-V with the def2-TZVPD basis set) for one molecule with the formula C4H5NO.

Computed properties:
E_LUMO ... 0.309 eV
Frontier orbital gap ... 9.208 eV
Highest occupied orbital energy ... -8.9 eV

Last column: Mulliken charge in e.
CARTESIAN COORDINATES (ANGSTROEM)
O 1.297 0.663 0.537  -0.411
N -0.100 1.283 -1.058  -0.668
H -0.633 -1.120 1.415  0.307
H -0.208 -1.466 -1.544  0.285
C 0.303 -1.080 -0.665  -0.646
C -0.685 -0.571 0.471  -0.493
H -0.511 1.657 1.173  0.465
C -0.101 0.878 0.534  -0.152
C 0.744 0.360 -0.774  0.759
H -1.711 -0.549 0.099  0.288
H 1.081 -1.753 -0.313  0.267

***

# 5
Density functional theory data (ωB97M-V with the def2-TZVPD basis set) for a 8-piece molecular cluster, C16H32Cl16 overall at a distorted geometry.

Computed properties:
SMILES ... ClCCCl.ClCCCl.ClCCCl.ClCCCl.ClCCCl.ClCCCl.ClCCCl.ClCCCl
E_LUMO ... 0.039 eV
Frontier orbital gap ... 10.609 eV
Highest occupied orbital energy ... -10.6 eV

Last column: Mulliken charge in e.
CARTESIAN COORDINATES (ANGSTROEM)
Cl -3.564 1.183 -0.825  -0.186
Cl 0.262 2.303 0.449  -0.202
H -3.668 -0.670 2.071  0.051
H -1.923 -5.831 0.547  0.331
H 4.546 -0.094 0.064  0.355
H 0.700 1.517 -1.671  0.051
H 4.569 4.481 0.538  0.120
Cl -2.016 0.574 5.157  -0.227
C -3.437 -0.576 3.128  -0.207
Cl -6.374 -0.427 -1.502  -0.201
C -5.085 -0.112 -2.695  -0.494
H 2.187 0.707 5.364  0.362
H -2.913 0.010 -2.747  0.042
C -0.760 -4.045 0.888  -0.229
H 2.263 4.284 1.289  0.062
H 3.493 1.257 0.388  -0.084
C 4.207 0.862 -0.335  -0.125
H -3.104 -1.535 3.528  0.303
C -3.714 -0.138 -2.029  0.081
Cl 3.037 2.213 -2.400  -0.194
H 1.376 0.817 3.042  0.072
Cl 0.881 -1.416 2.592  -0.004
Cl 5.649 5.201 2.501  -0.192
H -5.171 -0.931 -3.401  0.329
H 0.684 -0.089 5.112  0.016
H 2.648 5.068 2.853  0.398
Cl -0.228 -1.156 -2.031  -0.165
H -0.878 -0.390 0.152  -0.027
H -0.421 -1.362 -4.900  0.030
C -1.300 -5.390 1.319  -0.528
C 1.833 -0.128 3.340  -0.587
C 3.589 0.664 -1.713  -0.196
H -2.648 1.419 3.087  0.325
Cl 2.440 -1.657 5.490  -0.203
H -0.142 -4.081 -0.008  0.333
H -0.988 1.643 -1.444  0.341
H -2.270 -1.702 -6.457  0.262
Cl -4.960 -0.171 3.943  -0.205
H -1.414 0.173 2.871  -0.252
H -0.479 -6.047 1.598  0.361
Cl 5.658 1.905 -0.370  -0.172
H -0.847 -2.653 -6.932  0.307
Cl -2.119 -2.935 0.515  -0.092
C -0.420 -0.843 -5.860  -0.180
H 4.364 0.267 -2.363  0.421
C -0.091 -0.174 -0.561  0.068
Cl -0.900 0.863 -5.704  -0.180
C -0.086 1.300 -0.944  -0.292
Cl -2.267 -5.253 2.812  -0.188
C 4.262 5.105 1.374  -0.283
C -2.332 0.421 3.397  0.194
H 4.086 6.124 1.047  0.356
H 0.894 -0.384 -0.156  0.171
Cl 3.447 2.866 2.707  -0.163
H -0.165 -3.580 1.669  0.050
H 2.861 -0.130 2.990  0.412
Cl -1.290 -0.997 -8.467  -0.185
C 3.036 4.482 2.027  -0.297
C 1.744 -0.149 4.859  -0.100
H 0.629 -0.813 -6.159  0.348
H -3.620 -1.075 -1.484  0.096
H 2.737 -0.004 -1.614  0.048
C -1.242 -1.646 -6.819  -0.410
H -5.247 0.877 -3.115  0.353

***

# 6
Density functional theory data (ωB97M-V with the def2-TZVPD basis set) for C31H53N7O4PRbSe3Te as an isolated structure at a distorted geometry.

Computed properties:
Net charge ... -2
E_LUMO ... 3.002 eV
Frontier orbital gap ... 4.180 eV
Highest occupied orbital energy ... -1.2 eV

Last column: Mulliken charge in e.
CARTESIAN COORDINATES (ANGSTROEM)
Rb -0.010 -0.244 0.026  0.417
H 3.666 -4.552 4.957  0.474
H 2.463 -3.376 3.270  0.314
C 1.831 0.320 5.460  -0.602
H 2.218 1.337 5.542  0.284
C 1.180 0.126 4.081  0.407
C -3.480 -1.485 2.622  0.227
H 0.354 3.525 2.394  0.179
H 5.840 0.650 2.544  0.025
Se -2.880 4.090 0.170  -0.737
H -0.359 1.754 5.911  0.372
C 0.819 0.106 6.592  -0.955
N -3.950 -3.375 -1.204  -0.053
H -4.483 -2.154 5.265  0.329
H 0.419 3.094 0.840  -0.051
C 4.459 -2.054 2.196  -0.115
H 3.859 2.734 3.518  0.429
C -3.814 -1.222 -0.874  -0.438
H 4.149 -0.979 4.055  0.537
C -0.653 -0.382 -4.137  -1.134
H 1.028 -2.233 -5.508  0.211
H -0.630 -3.506 -0.723  -0.095
H 4.448 0.265 0.735  0.215
H 0.688 -0.960 6.793  0.302
P 2.208 -0.441 2.597  0.434
H 4.414 -4.219 2.205  0.283
H 2.156 -2.438 4.727  -0.197
H 4.039 1.134 4.225  0.247
C -4.705 -2.230 -1.089  -0.949
C -1.518 -3.965 -1.149  -0.900
H -0.539 -0.151 -5.193  0.316
H -5.182 -3.079 1.683  0.136
C 2.350 -2.914 -1.185  0.244
H -1.306 -4.211 -2.191  0.288
H 4.896 2.451 -0.421  0.430
H -5.012 -3.844 3.286  0.297
H -4.295 -4.298 -1.411  0.174
H 6.228 2.001 3.606  0.470
N 0.764 -1.500 -2.436  0.559
N -2.501 -1.215 2.090  -0.283
C 3.776 1.115 0.849  -0.437
H 5.899 -4.444 4.250  0.457
H 5.264 -1.339 2.018  -0.039
O 1.929 -2.534 -0.101  -0.539
C -2.644 -3.005 -1.062  0.179
C 4.011 -3.526 4.792  -0.899
C -0.524 0.716 6.201  -0.930
C 5.706 2.584 1.589  -0.780
H -0.456 -0.954 3.198  -0.037
C 3.127 1.155 2.238  0.500
O 3.357 -3.749 -1.272  -0.658
O 3.664 -4.493 -3.638  -0.785
H -1.719 0.606 4.400  0.299
H 2.291 1.859 2.156  0.062
Se 0.562 4.173 -1.691  -0.695
N 1.079 -2.147 -4.504  0.005
H -5.774 -2.247 -1.174  0.423
Se -2.654 2.679 -3.523  -0.672
O 2.675 -4.106 -5.606  -0.766
H 5.749 3.621 1.930  0.334
H 1.189 0.566 7.514  0.535
C 5.338 -3.533 4.023  -0.755
C -0.062 -0.762 4.197  -0.668
H -0.909 2.800 1.694  0.059
C 0.389 -1.319 -3.674  0.081
H 5.954 -2.687 4.339  0.311
N -2.551 -1.722 -0.856  0.531
C 1.734 -2.467 -2.446  0.415
C 3.552 -1.542 3.327  0.313
C -1.142 -0.068 5.035  -0.478
H -1.832 -0.824 5.420  0.300
H -5.900 -1.218 4.741  0.319
H -3.992 -0.173 -0.744  0.514
C -5.342 -2.941 2.751  -0.743
C -4.834 -1.380 4.570  -0.943
H 4.166 -3.072 5.777  0.271
C 2.932 -2.747 4.028  -0.609
H 0.187 -1.725 4.651  0.238
Te -1.867 4.491 -2.046  0.318
C 4.111 1.694 3.294  -0.778
H 0.808 1.094 3.722  0.613
N -4.630 -1.768 3.196  0.053
H -6.408 -2.797 2.936  0.305
H -0.608 0.546 -3.571  0.163
H 2.667 -0.363 5.608  0.019
H 2.991 1.016 0.096  0.392
H 3.830 3.244 0.718  0.346
C 4.534 2.418 0.607  -0.920
H 6.656 2.370 1.094  0.338
H -1.749 -4.886 -0.616  0.430
H -1.648 -0.794 -3.972  0.211
H 3.871 -2.144 1.280  -0.451
N 0.109 2.772 1.759  -0.284
H -1.208 0.720 7.054  0.452
H 3.540 -4.072 -2.292  0.433
C 1.947 -2.885 -3.749  -0.383
C 2.836 -3.915 -4.399  0.656
C 5.555 1.670 2.805  -0.631
C 5.080 -3.417 2.525  -0.960
H -4.302 -0.452 4.766  0.326
H 6.016 -3.535 1.974  0.548

***

Per-record ΔE to the lowest compared entry with this formula, charge and spin, kJ/mol: 24.6 285.4 5.5 468.5 25.6 64.2